--- i ---
Formula: CH4N2Si
Source: the OMol25 dataset
Level of theory: wB97M-V/def2-TZVPD

Each line ends with the natural charge from an NBO analysis.
Cartesian coordinates (Å):
Si -1.12 -0.74 -0.09  0.90
N 1.88 -1.13 -0.03  -0.18
N 0.55 -0.83 0.17  -0.58
C 1.45 0.25 -0.16  -0.14
H -1.52 -2.06 0.28  -0.18
H -1.85 0.36 0.23  -0.17
H 1.67 0.95 0.70  0.17
H 1.51 0.70 -1.19  0.18

## Properties
* E_HOMO (alpha / beta): -8.49 / -7.49 eV
* LUMO (alpha / beta): -0.38 / 0.08 eV
* 2S+1: 1
* frontier orbital gap (alpha / beta): 0.298 / 0.278 Ha


--- ii ---
Formula: CH4N2Si
Source: the OMol25 dataset
Level of theory: wB97M-V/def2-TZVPD

Each line ends with the natural charge from an NBO analysis.
Cartesian coordinates (Å):
Si -0.95 0.26 0.27  1.30
N 0.16 -1.07 0.42  -0.64
N 0.76 0.20 0.85  -0.54
C 1.23 -0.51 -0.26  -0.11
H -1.39 0.38 -1.01  -0.19
H 0.94 -0.21 -1.27  0.14
H -2.12 0.58 2.13  -0.15
H 2.24 -0.94 -0.33  0.20

## Properties
* E_HOMO: -8.80 eV
* LUMO: -0.47 eV
* 2S+1: 1
* frontier orbital gap: 0.306 Ha


--- iii ---
Formula: CH4N2Si
Source: the OMol25 dataset
Level of theory: wB97M-V/def2-TZVPD

Each line ends with the natural charge from an NBO analysis.
Cartesian coordinates (Å):
Si -0.77 0.73 0.23  1.25
N 0.83 0.06 0.19  -0.64
N 0.19 0.34 -1.18  -0.65
C 0.64 -0.95 -0.78  -0.10
H -2.05 0.09 0.42  -0.20
H 1.55 -1.26 -1.29  0.19
H -0.33 2.74 3.00  -0.01
H -0.07 -1.75 -0.60  0.16

## Properties
* E_HOMO (alpha / beta): -8.84 / -8.79 eV
* LUMO (alpha / beta): -1.53 / -0.23 eV
* 2S+1: 1
* frontier orbital gap (alpha / beta): 0.268 / 0.315 Ha


Ranked by calculated energy, most stable first: i, ii, iii.


--- i ---
Formula: C23H32N4O3
Source: the OMol25 dataset
Level of theory: wB97M-V/def2-TZVPD

Each line ends with the natural charge from an NBO analysis.
Cartesian coordinates (Å):
O 5.35 2.34 1.06  -0.51
O 2.45 -2.30 -0.66  -0.64
O -5.83 0.94 -2.19  -0.59
N -1.53 1.96 -0.08  -0.31
N -2.19 0.80 -0.12  -0.19
N -4.23 -0.13 -0.99  -0.62
N 1.19 -0.58 0.04  -0.45
C -0.65 -0.09 1.58  -0.40
C -3.36 0.94 -0.80  0.31
C 2.23 -1.43 0.17  0.69
C -1.05 -1.33 -0.58  -0.41
C -1.67 -0.41 0.48  -0.04
C 6.44 2.01 3.22  -0.31
C -4.26 -2.43 -3.16  -0.62
C -2.27 2.83 -0.73  -0.03
C 3.16 -1.23 1.36  -0.49
C 0.28 -0.74 -1.07  -0.24
C 5.17 -0.44 3.36  -0.20
C -5.41 -0.08 -1.68  0.69
C -6.12 -1.42 -1.76  -0.49
C 6.01 -0.04 4.39  -0.24
C 5.61 1.60 2.19  0.38
C 5.97 3.59 0.92  -0.25
C 4.96 0.36 2.25  -0.09
C -6.28 -1.44 -4.28  -0.61
C -3.44 2.25 -1.22  -0.36
C 0.69 0.38 1.00  -0.23
C 6.64 1.19 4.32  -0.20
C 4.07 -0.03 1.10  -0.42
C -5.76 -2.18 -3.05  -0.20
H -0.49 -1.00 2.17  0.21
H 1.40 0.52 1.81  0.21
H 6.95 2.96 3.18  0.22
H 7.06 3.51 0.91  0.18
H 2.59 -1.10 2.28  0.21
H 7.29 1.51 5.11  0.21
H -3.72 -1.49 -3.28  0.21
H 5.67 4.28 1.73  0.18
H -4.23 2.70 -1.78  0.26
H -5.87 -2.03 -0.89  0.20
H 4.69 -1.40 3.43  0.21
H -6.01 -1.97 -5.18  0.21
H 0.53 1.34 0.50  0.24
H 6.16 -0.68 5.24  0.21
H -7.36 -1.34 -4.24  0.21
H 0.11 0.23 -1.54  0.20
H 5.63 3.99 -0.03  0.20
H 3.48 0.85 0.83  0.22
H -4.05 -3.05 -4.03  0.22
H -6.27 -3.15 -2.99  0.20
H 3.76 -2.14 1.44  0.24
H -1.93 3.85 -0.84  0.21
H -3.88 -2.96 -2.28  0.20
H -0.86 -2.31 -0.14  0.22
H -5.85 -0.44 -4.32  0.22
H 0.75 -1.42 -1.79  0.25
H -2.52 -0.92 0.96  0.20
H -1.72 -1.45 -1.43  0.21
H -3.95 -1.02 -0.60  0.41
H -7.19 -1.22 -1.75  0.24
H -1.05 0.69 2.23  0.23
H 4.70 -0.25 0.24  0.23

## Properties
* E_HOMO: -8.47 eV
* SMILES: COc1ccccc1CCC(=O)N1CCC(n2nccc2NC(=O)CC(C)C)CC1
* LUMO: 0.46 eV
* 2S+1: 1
* frontier orbital gap: 0.328 Ha


--- ii ---
Formula: C23H32N4O3
Source: the OMol25 dataset
Level of theory: wB97M-V/def2-TZVPD

Each line ends with the natural charge from an NBO analysis.
Cartesian coordinates (Å):
O 3.40 0.95 2.33  -0.64
O -6.04 1.23 0.90  -0.49
O 1.58 4.37 0.24  -0.63
N 1.55 2.18 -0.33  -0.46
N 2.82 -0.95 1.28  -0.66
N 1.55 -2.46 -0.75  -0.33
N 0.54 -2.86 0.03  -0.17
C -0.78 1.85 -1.08  -0.45
C -4.20 2.56 0.37  -0.25
C -4.04 0.20 -0.05  -0.34
C -2.75 0.40 -0.54  -0.16
C -1.94 -3.20 0.00  -0.66
C 2.38 -1.62 2.48  -0.22
C 2.31 1.08 -0.88  -0.21
C 3.27 0.32 1.30  0.69
C 1.02 -2.16 -1.93  0.16
C -0.37 -2.37 -1.90  -0.36
C -2.92 2.74 -0.12  -0.21
C 1.85 -1.71 -3.07  -0.64
C 3.60 3.37 -0.63  -0.50
C 0.79 -3.29 1.38  -0.22
C 2.15 3.39 -0.19  0.69
C -6.68 -0.03 0.96  -0.25
C 3.61 0.88 -0.08  -0.31
C 4.35 2.22 0.04  -0.41
C -4.77 1.29 0.41  0.30
C -0.64 -2.81 -0.62  0.19
C 0.95 -2.14 2.38  -0.41
C 0.20 1.97 0.10  -0.21
C -2.18 1.66 -0.58  0.03
H -0.04 -3.93 1.68  0.21
H 1.69 0.18 -0.83  0.23
H 3.05 -2.46 2.70  0.18
H 2.88 -1.56 -2.75  0.23
H -0.71 2.76 -1.67  0.22
H -0.48 1.01 -1.71  0.20
H 2.47 -0.89 3.29  0.24
H 0.28 -1.32 2.10  0.21
H -2.19 -0.45 -0.90  0.19
H 0.15 1.06 0.72  0.19
H -6.14 -0.72 1.61  0.17
H -4.45 -0.79 -0.04  0.21
H -2.15 -2.59 0.88  0.23
H -7.67 0.16 1.38  0.20
H 1.70 -3.89 1.37  0.22
H 0.65 -2.49 3.37  0.22
H -1.92 -4.25 0.31  0.23
H -1.06 -2.22 -2.70  0.23
H 2.68 -1.45 0.40  0.43
H 2.55 1.27 -1.93  0.19
H 1.46 -0.78 -3.49  0.22
H 5.36 2.14 -0.38  0.21
H -2.49 3.73 -0.15  0.22
H -2.74 -3.07 -0.72  0.23
H 4.45 2.44 1.11  0.25
H 3.64 3.27 -1.71  0.21
H -0.08 2.83 0.72  0.24
H 1.84 -2.45 -3.87  0.23
H -4.78 3.40 0.72  0.22
H -6.79 -0.47 -0.04  0.17
H 4.05 4.33 -0.36  0.24
H 4.22 0.13 -0.60  0.22

## Properties
* E_HOMO: -8.31 eV
* SMILES: COc1ccc(CCN2C[C@H](C(=O)NCCCn3nc(C)cc3C)CCC2=O)cc1
* LUMO: 0.49 eV
* 2S+1: 1
* frontier orbital gap: 0.323 Ha


Ranked by calculated energy, most stable first: ii, i.


--- i ---
Formula: C3H6N2S2
Source: the OMol25 dataset
Level of theory: wB97M-V/def2-TZVPD

Each line ends with the natural charge from an NBO analysis.
Cartesian coordinates (Å):
S 2.05 -0.01 2.05  -0.17
S -1.50 0.21 -2.08  -0.13
N -0.21 -0.02 0.30  -0.45
N 0.82 0.61 -0.30  -0.41
C 1.92 0.65 0.48  -0.07
C -1.22 -0.16 -0.53  0.06
C -2.27 -1.23 0.02  -0.68
H -2.65 -1.61 -1.03  0.26
H 0.84 0.85 -1.33  0.45
H 2.77 1.38 0.21  0.23
H 0.22 -0.65 1.15  0.44
H -3.22 -0.74 0.86  0.25
H -1.59 -2.12 0.72  0.21

## Properties
* E_HOMO: -8.89 eV
* LUMO: -0.24 eV
* 2S+1: 1
* frontier orbital gap: 0.318 Ha


--- ii ---
Formula: C3H6N2S2
Source: the OMol25 dataset
Level of theory: wB97M-V/def2-TZVPD

Each line ends with the natural charge from an NBO analysis.
Cartesian coordinates (Å):
S 4.00 1.07 0.91  0.09
S 1.13 1.58 0.46  0.30
N -0.03 -0.71 -0.02  -0.50
N -1.36 1.27 -0.27  -0.86
C -0.21 0.52 0.06  0.27
C 2.56 0.58 0.51  -0.53
C -1.09 -1.62 -0.38  -0.44
H -0.64 -2.55 -0.60  0.21
H 2.30 -0.56 0.43  0.26
H -1.10 2.29 -0.19  0.41
H -2.25 0.84 -0.14  0.41
H -1.57 -1.11 -1.26  0.18
H -1.74 -1.60 0.48  0.20

## Properties
* E_HOMO: -8.62 eV
* SMILES: C/N=C(\N)SC=S
* LUMO: -0.12 eV
* 2S+1: 1
* frontier orbital gap: 0.312 Ha


Ranked by calculated energy, most stable first: ii, i.


--- i ---
Formula: C3H6N2S2
Source: the OMol25 dataset
Level of theory: wB97M-V/def2-TZVPD

Each line ends with the natural charge from an NBO analysis.
Cartesian coordinates (Å):
S 2.70 -0.03 -0.32  0.15
S -2.50 0.52 -0.48  -0.24
N 0.92 0.23 0.00  -0.49
N -0.76 -1.41 0.42  -0.54
C -1.90 -0.76 0.44  -0.05
C 0.40 1.42 0.71  -0.48
C 0.36 -0.99 -0.12  0.37
H 0.92 -1.76 -0.78  0.21
H -2.51 -1.01 1.27  0.18
H -0.34 1.74 -0.15  0.28
H 3.19 0.09 1.02  0.13
H 1.26 2.20 0.55  0.24
H -0.04 1.14 1.77  0.24

## Properties
* E_HOMO: -8.11 eV
* SMILES: CN(S)/C=N\C=S
* LUMO: -0.14 eV
* 2S+1: 1
* frontier orbital gap: 0.293 Ha


--- ii ---
Formula: C3H6N2S2
Source: the OMol25 dataset
Level of theory: wB97M-V/def2-TZVPD

Each line ends with the natural charge from an NBO analysis.
Cartesian coordinates (Å):
S 0.35 -0.75 -1.14  0.67
S -0.44 -1.62 1.77  -0.03
N 1.25 0.42 -0.46  -0.87
N -0.27 2.27 0.25  -0.41
C 0.79 1.52 0.38  0.23
C -0.61 -1.38 0.07  -0.55
C -0.89 2.04 -1.21  -0.53
H -1.34 -1.96 -0.64  0.22
H -0.02 2.08 -2.05  0.22
H 2.25 0.17 -0.23  0.42
H 1.27 1.62 1.39  0.20
H -1.79 3.03 -1.26  0.22
H -1.61 1.07 -1.24  0.21

## Properties
* E_HOMO: -8.91 eV
* SMILES: C/N=C\NSC=S
* LUMO: -0.84 eV
* 2S+1: 1
* frontier orbital gap: 0.296 Ha


--- iii ---
Formula: C3H6N2S2
Source: the OMol25 dataset
Level of theory: wB97M-V/def2-TZVPD

Each line ends with the natural charge from an NBO analysis.
Cartesian coordinates (Å):
S -2.61 -0.13 1.08  -0.14
S 1.52 0.04 -2.02  -0.01
N 1.61 -1.01 0.50  -0.79
N -0.26 0.16 0.04  -0.54
C -0.91 -0.50 0.99  -0.03
C 1.06 -0.23 -0.47  0.26
C -0.99 1.15 -0.75  -0.52
H -0.34 1.09 -2.22  0.25
H 2.45 -1.59 0.36  0.41
H -2.36 0.85 -0.72  0.29
H -0.62 2.29 0.08  0.21
H -0.19 -1.25 1.73  0.24
H 1.64 -0.85 1.39  0.38

## Properties
* E_HOMO: -7.84 eV
* LUMO: -0.70 eV
* 2S+1: 1
* frontier orbital gap: 0.262 Ha


Ranked by calculated energy, most stable first: i, ii, iii.


--- i ---
Formula: CH3F2OPS
Source: the OMol25 dataset
Level of theory: wB97M-V/def2-TZVPD

Each line ends with the natural charge from an NBO analysis.
Cartesian coordinates (Å):
S 0.23 0.91 -1.78  -0.57
P 0.49 -0.97 -1.29  1.07
F 2.07 -1.13 -0.74  -0.62
F -2.66 1.77 -0.79  -0.56
O -0.16 -0.64 0.55  -0.55
C 0.53 -0.81 1.55  0.34
H -2.35 2.41 -1.41  0.56
H 0.62 0.06 2.39  0.17
H 1.23 -1.60 1.53  0.16

## Properties
* E_HOMO: -8.82 eV
* LUMO: -1.34 eV
* 2S+1: 1
* frontier orbital gap: 0.275 Ha


--- ii ---
Formula: CH3F2OPS
Source: the OMol25 dataset
Level of theory: wB97M-V/def2-TZVPD

Each line ends with the natural charge from an NBO analysis.
Cartesian coordinates (Å):
S 2.84 -0.08 -3.53  -0.45
P 2.03 -0.59 -1.85  1.99
F 1.05 -1.82 -2.02  -0.56
F 2.85 -1.35 -0.72  -0.54
O 0.97 0.44 -0.83  -0.73
C -0.35 0.25 -1.26  -0.29
H -0.63 -0.69 -0.77  0.19
H -0.95 1.16 -1.01  0.20
H -0.62 -0.03 -2.26  0.19

## Properties
* E_HOMO: -10.38 eV
* SMILES: COP(F)(F)=S
* LUMO: 0.18 eV
* 2S+1: 1
* frontier orbital gap: 0.388 Ha


Ranked by calculated energy, most stable first: ii, i.


--- i ---
Formula: C11H12N3
Source: the OMol25 dataset
Level of theory: wB97M-V/def2-TZVPD

Each line ends with the natural charge from an NBO analysis.
Cartesian coordinates (Å):
N -0.98 1.64 1.38  -0.41
N 1.02 -0.96 1.50  -0.50
N -0.92 -2.23 1.06  -0.53
C -0.27 -1.08 1.31  0.61
C 0.94 0.43 -1.45  -0.62
C -2.22 2.04 1.08  0.07
C 1.58 0.11 0.97  0.53
C -2.13 0.11 -0.08  0.02
C -2.86 1.24 0.16  -0.25
C -2.05 -2.26 0.25  0.01
C -0.76 0.44 0.59  0.04
C -2.49 -1.19 -0.42  -0.24
C 0.63 0.77 0.00  -0.31
C 3.01 0.33 0.87  -0.71
H 3.18 0.22 -0.19  0.27
H -2.59 2.89 1.68  0.24
H 3.52 -0.60 1.35  0.27
H -3.82 1.37 -0.27  0.24
H 3.33 1.34 1.10  0.28
H 0.09 0.57 -2.09  0.24
H 0.75 1.94 0.17  0.29
H -3.36 -1.20 -0.96  0.25
H 1.71 1.11 -1.82  0.24
H 1.27 -0.57 -1.64  0.22
H -2.55 -3.31 0.17  0.26
H -0.71 -3.03 1.72  0.46

## Properties
* E_HOMO (alpha / beta): -12.37 / -12.37 eV
* SMILES: CC1=NC2=[NH+]C=CC3=CC=N[C@]32[C@@H]1C
* LUMO (alpha / beta): -5.24 / -5.24 eV
* 2S+1: 1
* net charge: +1
* frontier orbital gap (alpha / beta): 0.262 / 0.262 Ha


--- ii ---
Formula: C11H12N3
Source: the OMol25 dataset
Level of theory: wB97M-V/def2-TZVPD

Each line ends with the natural charge from an NBO analysis.
Cartesian coordinates (Å):
N -0.20 -0.57 0.07  -0.29
N 0.16 1.75 0.06  -0.39
N -2.11 0.63 -0.01  -0.40
C -0.34 -1.36 1.33  -0.41
C 1.34 1.11 -0.09  0.12
C 1.20 -0.33 -0.12  0.07
C -2.91 1.93 -0.21  -0.38
C -1.12 -1.17 -0.81  -0.11
C -2.32 -0.53 -0.72  0.02
C 3.67 0.95 -0.21  -0.17
C 2.57 1.75 -0.12  -0.20
C 3.59 -0.45 -0.34  -0.20
C -0.84 0.73 0.30  0.57
C 2.31 -1.09 -0.38  -0.18
H 4.67 1.36 -0.25  0.24
H 0.17 -2.37 1.36  0.25
H -2.41 2.36 -1.03  0.23
H -1.30 -1.69 1.50  0.23
H -0.10 -0.85 2.21  0.25
H -1.02 -2.21 -1.20  0.27
H 4.53 -1.00 -0.40  0.25
H -3.20 -0.59 -1.42  0.28
H -3.87 1.65 -0.32  0.22
H -2.96 2.53 0.76  0.25
H 2.18 -2.25 -0.36  0.24
H 2.70 2.88 -0.30  0.26

## Properties
* E_HOMO (alpha / beta): -11.74 / -11.75 eV
* SMILES: CN1C=C[N@+]2(C)C1=Nc1ccccc12
* LUMO (alpha / beta): -4.38 / -4.38 eV
* 2S+1: 1
* net charge: +1
* frontier orbital gap (alpha / beta): 0.271 / 0.271 Ha


Ranked by calculated energy, most stable first: i, ii.